(1)
This record from the Open Molecules 2025 dataset describes a structure of composition C38H45ClN8O4PdSi in a non-equilibrium geometry. The level of theory is wB97M-V/def2-TZVPD.

Geometry as ORCA input:
```
! wB97M-V def2-TZVPD RIJCOSX def2/J DEFGRID3
* xyz 0 1
H -3.91975 -4.51374 -5.10321
C -0.77591 2.56075 1.42415
C 1.50013 -2.18837 4.68528
H -0.29065 1.51442 -6.66752
H 4.40535 2.15912 0.44110
H 4.16839 1.36138 3.35114
C 1.64193 -1.89118 0.97925
H 1.99835 3.79917 2.75288
C -1.18927 1.00179 -4.78727
H -1.11847 3.84673 -6.63052
C 1.99787 1.07300 -3.53634
H 0.72709 -5.55522 1.93309
N 2.84411 1.89580 1.84888
H -0.19688 -1.70840 6.81475
H -3.61240 0.91897 -1.69613
H 0.88924 4.19948 -2.95572
N 0.66275 2.66105 1.59856
H 1.29170 -0.62300 -2.43188
H -1.62693 -4.31894 -4.20361
C 3.53714 -2.73574 -0.34073
H 4.72214 -1.28410 -1.34396
C -3.62119 -3.61730 -4.57388
H 2.66775 -5.12419 0.46667
C 1.99004 -0.55909 0.54557
C 0.26602 -3.47569 2.20430
C 2.41482 -2.98346 0.49241
C 1.23681 0.44645 -2.57107
C -2.85588 -1.33029 -3.16364
H -0.95453 -2.30766 -2.95935
H 2.13997 -1.72272 3.94334
C -2.43044 2.74242 -3.70933
C -4.52509 -2.57977 -4.39352
C -2.33404 -3.50987 -4.06758
H -0.58953 -3.66642 2.83949
H -1.46684 0.51687 6.10094
H -2.87714 -0.89863 3.01609
H -2.53477 4.61688 -4.75070
H -0.69189 -3.08225 5.80615
N 0.22371 -1.50386 4.76093
N 0.41322 1.10598 -1.74977
C 1.01422 3.12965 -2.85849
C -0.41162 -0.92252 3.66242
C 1.53849 1.62709 1.36775
C 2.72692 3.15949 -4.61659
H -3.05711 3.08696 -2.89079
H 3.30463 0.61862 -0.63448
N -0.16552 -1.10699 2.42088
C -1.95298 1.42681 -3.69708
H 2.79930 0.26392 3.13611
C -0.88951 1.86418 -5.83400
H -3.09667 0.84730 3.15194
C 2.07298 -4.30571 0.85420
H 3.12030 3.37888 0.39241
H 2.66011 0.49979 -4.17109
C -1.95382 -2.37286 -3.36935
H 4.16055 0.21393 1.99971
O -1.66474 -2.51666 -0.36751
C -2.73095 -0.04476 3.66872
N -1.32099 0.08805 4.00547
Cl -2.96866 -2.22155 0.19822
C 1.08409 3.92338 2.18330
H 4.12751 -3.57924 -0.67976
C 0.28580 2.41930 -1.92667
N 1.14827 0.50983 0.87030
H 1.40297 -3.24645 4.43299
H -1.14586 3.39735 0.82365
N 3.39194 3.73785 -5.35007
H -1.48648 1.89731 5.00128
C -0.61633 -1.98904 5.84535
H 4.30925 3.38869 1.71005
C 3.53146 0.86990 2.60967
H -1.62259 -1.58682 5.75935
Si -2.41708 0.26367 -2.27659
H 0.03058 1.02645 5.29133
H -4.85508 -0.63728 -3.55614
O -4.00125 -2.81795 -0.58344
C -1.04445 0.91050 5.16586
H -1.26067 2.59962 2.40360
C 3.71273 2.74703 1.05460
C 0.57325 -2.16803 1.89944
H 1.24115 4.69091 1.41710
H -0.42939 2.92162 -1.28926
C -2.14332 3.60648 -4.75777
C 1.00473 -4.54088 1.67137
C 1.91010 2.44994 -3.67361
H -5.53098 -2.65633 -4.78783
C 3.86258 -1.46588 -0.70867
Pd -0.86659 -0.12680 -0.51435
O -3.03927 -2.67463 1.55952
H 0.29874 4.27657 2.85359
O -3.10265 -0.75287 0.18000
H -0.85030 -0.02959 -4.83149
C -4.14206 -1.44490 -3.69368
C 3.07922 -0.37845 -0.27654
H -3.32683 -0.18687 4.58020
H -1.05301 1.62782 0.95910
C -1.35485 3.17335 -5.81605
H 1.98284 -2.10957 5.66258
*
```

## Properties
Frontier orbital gap = 0.2347 Ha
Largest force on an atom = 1.95 eV Å⁻¹
E_HOMO = -7.2705 eV
Lowest unoccupied orbital energy = -0.88 eV
E_tot = -3091.305474 a.u.
ΔE to the lowest compared entry with this formula, charge and spin = 0.684 eV

Here are the Löwdin charges for atoms 1 to 8, given in e:
1 H 0.1000
2 C -0.0607
3 C -0.0540
4 H 0.1061
5 H 0.0783
6 H 0.0915
7 C -0.0391
8 H 0.0827

(2)
This record from the Open Molecules 2025 dataset describes a cluster of 2 separate species, C4H10O2 in total in a non-equilibrium geometry. The level of theory is wB97M-V/def2-TZVPD.

Geometry as ORCA input:
```
! wB97M-V def2-TZVPD RIJCOSX def2/J DEFGRID3
* xyz 0 1
H -0.86325 1.66814 -1.26231
H -0.29971 -2.87991 -0.63389
C -0.18130 0.97133 -0.73517
C -0.92846 -0.91475 -0.14586
C 0.25367 1.57574 0.54186
H -1.43827 -0.06650 -0.60242
H 0.65720 0.73341 -1.38159
H -0.00679 -1.63090 -1.89899
O -0.95405 -1.01195 1.20068
H 1.01360 -1.70536 -0.44292
H 0.70575 2.57069 0.39206
C -0.00371 -1.84251 -0.83193
H 1.50056 1.12012 1.92423
O 1.21302 0.69458 1.11056
H -0.62003 1.67249 1.20466
H -0.04824 -0.95462 1.56103
*
```

## Properties
Frontier orbital gap = 0.3062 Ha
Largest force on an atom = 2.34 eV Å⁻¹
E_HOMO = -7.5668 eV
Lowest unoccupied orbital energy = 0.76 eV
E_tot = -308.751240 a.u.
ΔE to the lowest compared entry with this formula, charge and spin = 3.998 eV

Here are the Löwdin charges for atoms 1 to 8, given in e:
1 H 0.0970
2 H 0.0840
3 C -0.0916
4 C -0.2976
5 C -0.3315
6 H 0.0697
7 H 0.0808
8 H 0.0813

(3)
This record from the Open Molecules 2025 dataset describes an isolated molecule of C4H7NO. The level of theory is wB97M-V/def2-TZVPD.

Geometry as ORCA input:
```
! wB97M-V def2-TZVPD RIJCOSX def2/J DEFGRID3
* xyz 0 1
C 1.26278 -0.10617 1.22332
H 1.71896 0.61299 -0.54360
H -1.49875 -1.63459 -1.33200
H -1.37493 0.80889 -0.78022
H -1.61448 -0.16398 0.66613
O 0.06947 1.91557 1.02127
C -0.57784 -1.22438 -0.90156
H 0.59842 2.04330 1.83442
H -0.13692 -1.98281 -0.24958
C -0.89797 0.06327 -0.13855
N 2.13477 0.05598 0.23186
C 0.19532 0.65031 0.68959
H 0.12118 -1.03839 -1.72108
*
```

## Properties
Frontier orbital gap = 0.2991 Ha
SMILES = CCC(O)=C=N
Largest force on an atom = 0.84 eV Å⁻¹
E_HOMO = -7.9378 eV
Lowest unoccupied orbital energy = 0.20 eV
E_tot = -286.461756 a.u.
ΔE to the lowest compared entry with this formula, charge and spin = 4.623 eV

Here are the Löwdin charges for atoms 1 to 8, given in e:
1 C -0.1797
2 H 0.0300
3 H 0.0771
4 H 0.1263
5 H 0.1388
6 O 0.1267
7 C -0.0917
8 H 0.1398

(4)
This record from the Open Molecules 2025 dataset describes a cluster of 2 separate species, C5H14 in total in a non-equilibrium geometry. The level of theory is wB97M-V/def2-TZVPD.

Geometry as ORCA input:
```
! wB97M-V def2-TZVPD RIJCOSX def2/J DEFGRID3
* xyz 0 1
C -0.15772 1.18171 1.75649
H -1.49264 2.01365 0.17833
H -0.21388 -2.62012 -1.77392
C -0.72290 -0.18547 1.33320
H 1.66726 -0.50924 -2.60035
H -0.91008 3.12615 1.44931
H 1.57927 -2.79357 -1.97958
H 0.85968 -0.09130 -1.03502
H 0.13737 2.50754 0.07380
C 0.76846 -2.21282 -1.55814
C -0.64599 2.31320 0.80413
H -0.58183 1.32659 2.75262
H -0.23140 -1.13635 1.54605
H -0.08305 -0.45307 -2.39129
H 0.78915 -2.38019 -0.46509
H -1.72191 -0.37553 1.75324
C 0.84643 -0.73560 -1.92086
H 0.93175 1.21339 1.83502
H -0.81795 -0.18897 0.24208
*
```

## Properties
Frontier orbital gap = 0.4603 Ha
SMILES = CCC.CC
Largest force on an atom = 1.49 eV Å⁻¹
E_HOMO = -11.3733 eV
Lowest unoccupied orbital energy = 1.15 eV
E_tot = -198.866007 a.u.
ΔE to the lowest compared entry with this formula, charge and spin = 0.630 eV

Here are the Löwdin charges for atoms 1 to 8, given in e:
1 C -0.2932
2 H 0.0680
3 H 0.0594
4 C -0.1372
5 H 0.0644
6 H 0.0542
7 H 0.0574
8 H 0.0411

(5)
This record from the Open Molecules 2025 dataset describes the ion C5H8N3O with charge +1 in a non-equilibrium geometry. The level of theory is wB97M-V/def2-TZVPD.

Geometry as ORCA input:
```
! wB97M-V def2-TZVPD RIJCOSX def2/J DEFGRID3
* xyz 1 1
H 2.98848 -0.91733 0.96297
C -0.92834 0.29103 0.10928
N 0.30281 0.64541 0.20400
H -3.39636 -0.71258 -0.59550
C -2.60180 -1.46217 -0.16872
H -0.84222 -1.86716 0.40613
C -1.98753 1.37738 0.14247
H 3.27856 1.50914 0.47659
H -2.91179 0.93269 0.48299
O -1.73059 2.48141 -0.18207
H -3.03969 -2.50225 -0.04363
H 2.76335 1.47392 -1.22497
C 2.71081 0.98863 -0.29818
H 2.62955 -1.17067 -0.74882
N -1.40094 -1.08508 0.07872
N 1.55426 0.48679 0.30325
C 2.61147 -0.46917 0.09549
*
```

## Properties
Frontier orbital gap (spin up / spin down) = 0.2816 / 0.2816 Ha
SMILES = C=[NH+]/C(C=O)=N\N1CC1
Largest force on an atom = 4.34 eV Å⁻¹
E_HOMO (spin up / spin down) = -13.0076 / -13.0085 eV
Lowest unoccupied orbital energy (spin up / spin down) = -5.35 / -5.35 eV
E_tot = -434.371086 a.u.
ΔE to the lowest compared entry with this formula, charge and spin = 6.123 eV

Here are the Löwdin charges for atoms 1 to 8, given in e:
1 H 0.0978
2 C -0.2009
3 N 0.1720
4 H 0.1534
5 C 0.1369
6 H 0.1771
7 C -0.2208
8 H 0.1255

(6)
This record from the Open Molecules 2025 dataset describes a cluster of 2 separate species, C9H14 in total in a non-equilibrium geometry. The level of theory is wB97M-V/def2-TZVPD.

Geometry as ORCA input:
```
! wB97M-V def2-TZVPD RIJCOSX def2/J DEFGRID3
* xyz 0 1
C -1.01161 -0.24547 0.00834
H -1.87948 2.53745 -1.53334
H 2.25877 -4.20394 -1.63660
C 1.44628 -2.05537 -1.89218
H -2.08627 0.12480 -1.87122
C 1.61399 -3.42930 -1.32655
H 2.39647 -1.76986 -2.37748
H 0.63882 -1.90371 -2.62587
C -1.06339 2.59577 0.42118
H -0.22619 3.47722 2.80920
C -0.36714 1.77038 1.38339
H 0.94673 2.17811 3.07817
H -1.38731 3.56563 0.66410
C -1.48797 1.91670 -0.76904
H -1.09712 -1.33237 -0.04690
H -0.71732 2.11233 3.43203
C 0.01445 2.46363 2.63474
H -0.03984 -0.25867 1.94952
C -0.40634 0.36579 1.12440
H 0.67658 -3.87612 -1.01515
C -1.57291 0.53925 -1.00963
H 1.34348 -1.33134 -1.08362
H 2.00733 -3.24091 -0.31747
*
```

## Properties
Frontier orbital gap = 0.3632 Ha
SMILES = Cc1ccccc1.CC
Largest force on an atom = 4.98 eV Å⁻¹
E_HOMO = -8.9097 eV
Lowest unoccupied orbital energy = 0.97 eV
E_tot = -351.272397 a.u.
ΔE to the lowest compared entry with this formula, charge and spin = 1.573 eV

Here are the Löwdin charges for atoms 1 to 8, given in e:
1 C -0.1132
2 H 0.0768
3 H 0.0462
4 C -0.1791
5 H 0.1012
6 C -0.1822
7 H 0.0712
8 H 0.0684

- Which value of largest force on an atom does entry 6 give?
  4.98 eV Å⁻¹

- Which value of largest force on an atom does entry 3 give?
  0.84 eV Å⁻¹